--- one ---
DFT (the ωB97M-V functional and the def2-TZVPD basis) results for a cluster of 2 separate species, C5H10O2 in total.

Results
HOMO energy (spin up / spin down), eV: -12.11 / -12.08
E_LUMO (spin up / spin down), eV: -4.97 / -8.67
Multiplicity: 2
M, g mol⁻¹: 102.13
Charge: +1

Cartesian coordinates (Å):
C -2.1969 2.2886 -2.0672
C -1.2074 1.3696 -1.7078
O -1.0015 1.1261 -0.4610
H -2.2348 2.6691 -3.0794
H -2.7988 2.7742 -1.3077
H -0.5664 0.9307 -2.4639
H -0.4623 0.3073 -0.3817
C 2.4110 -0.6819 0.6940
C 1.2950 -1.3529 0.9672
O 1.2300 -2.6671 0.5806
C 0.0841 -0.8263 1.6625
H 2.4425 0.3891 0.8273
H 3.2687 -1.2042 0.2973
H 0.4400 -3.0775 0.9488
H 0.1867 0.2442 1.8446
H -0.7962 -0.9809 1.0238
H -0.0936 -1.3081 2.6227


--- two ---
DFT (the ωB97M-V functional and the def2-TZVPD basis) results for the ion C5H10O2 with charge +1.

Results
HOMO energy (spin up / spin down), eV: -15.62 / -15.59
E_LUMO (spin up / spin down), eV: -4.82 / -10.25
Multiplicity: 2
M, g mol⁻¹: 102.13
Charge: +1

Cartesian coordinates (Å):
O -0.2556 0.2066 2.5799
C -0.5200 -0.0340 1.4352
O -1.6758 0.3905 0.8939
C 0.5820 -0.6380 0.5049
C 0.1286 -0.9744 -0.8960
C 0.1341 0.2248 -1.8742
C 1.5852 0.6404 -2.2779
H -2.2305 0.6706 1.6451
H 1.3396 0.1541 0.4758
H 1.0849 -1.4159 1.0743
H -0.8345 -1.4564 -1.0373
H 0.9160 -1.6317 -1.2995
H -0.3157 1.0996 -1.4041
H -0.3623 -0.1375 -2.7707
H 1.7416 1.6932 -2.4742
H 2.2356 0.2921 -1.4757
H 1.8758 0.0477 -3.1424


--- three ---
DFT (the ωB97M-V functional and the def2-TZVPD basis) results for a cluster of 2 separate species, C5H10O2 in total.

Results
HOMO energy (spin up / spin down), eV: -14.58 / -15.27
E_LUMO (spin up / spin down), eV: -4.26 / -7.12
Multiplicity: 2
M, g mol⁻¹: 102.13
Charge: +1

Cartesian coordinates (Å):
C -2.3128 -0.2684 -1.0212
C -1.1998 0.3760 -0.2560
C -0.0242 -0.3417 -0.0403
O 0.4207 -1.1920 -0.9517
C 0.7567 -0.1353 1.2165
C 0.4608 -0.7383 2.3698
H -2.7378 0.5096 -1.6821
H -3.0257 -0.5636 -0.2498
H -2.0723 -1.0859 -1.6867
H -1.2978 1.3571 0.1878
H 1.3365 -1.3183 -0.6515
H 1.3035 0.8022 1.2356
H -0.1079 -1.6636 2.4194
H 0.9563 -0.3398 3.2389
H 3.3144 1.6307 -1.3334
H 1.7583 1.7990 -1.4528
O 2.4712 1.1725 -1.3426


The winner here is three, beating the second structure by 33.9 kJ/mol.


--- one ---
DFT (the ωB97M-V functional and the def2-TZVPD basis) results for a structure of composition C2H2N2O2S.

Results
HOMO energy (spin up / spin down), eV: -9.32 / -9.28
E_LUMO (spin up / spin down), eV: -1.18 / -1.16
M, g mol⁻¹: 118.12
Charge: 0

Cartesian coordinates (Å):
C -1.0428 1.0045 0.0146
C -0.2388 -0.0342 -0.0775
N -1.0818 -1.1558 -0.3087
N 1.9835 0.0400 0.0771
O 2.4021 1.1140 -0.1818
O 2.4727 -1.0277 0.2536
S -2.5053 -0.1024 -0.1252
H -1.0256 2.1062 0.0335
H -0.9641 -1.9445 0.3145


--- two ---
DFT (the ωB97M-V functional and the def2-TZVPD basis) results for a cluster of 2 separate species, C2H2N2O2S in total.

Results
HOMO energy (spin up / spin down), eV: -9.89 / -9.89
E_LUMO (spin up / spin down), eV: -1.93 / -1.93
M, g mol⁻¹: 118.12
Charge: 0

Cartesian coordinates (Å):
C 1.2017 0.2764 0.9145
C -1.5394 -0.2293 -0.3102
N 1.0845 1.2225 0.1612
N 0.7576 2.2600 -0.1958
O 1.6948 -1.7791 -0.5569
O -1.4973 -1.3179 0.1540
S 1.4518 -1.3099 0.7666
H -1.4092 0.1651 -1.2983
H -1.7445 0.7122 0.3650


The winner here is two, beating the second structure by 187.9 kJ/mol.